# 1
{
  "formula": "C23H44Cl3N4O3SSiZn",
  "method": "the ωB97M-V functional and the def2-TZVPD basis",
  "charge": -1,
  "e_above_lowest_ev": 0.000,
  "total_energy_ev": -141374.6799,
  "species": ["H", "H", "H", "H", "O", "H", "C", "H", "H", "H", "Cl", "Cl", "C", "H", "H", "C", "O", "S", "H", "H", "H", "H", "H", "C", "C", "H", "N", "H", "Si", "C", "H", "H", "H", "N", "C", "N", "H", "H", "H", "O", "H", "H", "C", "C", "H", "C", "H", "H", "H", "C", "H", "C", "H", "H", "C", "C", "H", "C", "H", "Zn", "H", "H", "H", "C", "H", "C", "C", "H", "C", "C", "C", "H", "N", "C", "Cl", "H", "H", "C", "H", "H"],
  "coordinates": [[-2.7031, -0.9079, -2.8018], [0.6871, 0.1985, -0.4249], [-2.1855, -2.3866, 0.7507], [-1.0138, 0.1761, 0.0297], [-2.7544, -1.3901, 2.8105], [1.6681, -0.1286, 8.7400], [1.3790, -0.0734, -4.3493], [1.2047, 2.3799, 2.4214], [-2.1873, 1.7053, 9.4380], [0.5906, 2.6642, -2.3569], [1.5418, -1.3722, 1.4622], [2.2235, 1.0960, 4.6516], [-2.4797, 0.1541, -2.9693], [2.5289, -3.2520, -3.6728], [0.9767, 0.7470, 6.4556], [0.8896, -0.5556, 8.0955], [-0.4477, 1.1636, 2.6367], [-1.5997, 0.8199, 5.4059], [0.7235, 2.8888, -8.8397], [-0.5176, -4.1872, 4.0944], [3.6028, -1.8618, -3.4285], [-0.4693, -2.8726, 0.6303], [1.3362, 4.0803, 1.1448], [0.3216, 4.1109, 0.7387], [-0.5752, -4.2852, 3.0097], [-2.3761, 2.4031, 1.9341], [-1.3720, -3.1997, 2.4764], [2.0760, -4.1276, -5.4929], [-0.7309, 0.5536, -2.4488], [1.9117, -1.4621, -4.6831], [-0.5371, 0.9975, 9.4485], [-2.6297, 0.3629, -4.0374], [-2.0974, 2.6800, 0.1858], [0.3498, 0.5042, 7.2458], [-0.4218, 2.3806, -2.6731], [-1.8245, 0.2264, 7.9717], [-1.7338, -4.1253, 0.6456], [-1.0195, -5.2548, 2.7348], [0.4443, -4.2460, 2.5985], [0.2505, -0.2835, -3.5071], [-1.1454, 2.9701, -2.0917], [1.3253, -1.3502, 7.4828], [-0.0758, 0.7061, -6.3248], [-0.9705, 0.5293, 6.9406], [1.2219, -1.4682, -6.6829], [-0.3104, -0.1059, -0.7644], [0.0888, -0.9603, 8.7143], [3.0471, 1.6818, -5.3984], [1.7262, -3.7125, -7.1815], [2.0038, 2.3866, -7.1695], [-2.3013, 4.0725, 1.2752], [2.2400, -3.3730, -6.2749], [-1.1388, 1.4121, -8.0660], [3.3176, -3.3590, -6.5032], [1.0968, 0.7984, -5.5688], [-1.4518, -3.1405, 1.0387], [2.8340, 3.0159, -7.5036], [0.1385, 2.1935, 2.1992], [-0.5336, 2.6647, -3.7302], [0.9122, -0.2597, 3.2963], [-2.7943, 0.2930, 7.6566], [2.0417, -1.9217, -2.5827], [-1.8540, -2.4216, 4.3195], [2.5499, -2.1665, -3.5259], [2.1684, 0.4157, -3.7558], [-1.5989, 0.7886, 9.3087], [2.1297, 1.6483, -5.9925], [0.3554, 3.8956, -0.3416], [-2.0395, -2.3022, 3.2407], [1.7271, -2.0233, -5.8909], [-0.2144, 1.4778, -7.4863], [-0.1143, 5.1044, 0.8891], [-0.4682, 3.1192, 1.4580], [0.8290, 2.3001, -7.9212], [0.4249, -1.9055, 4.8265], [-0.8631, 0.0111, -6.0132], [-0.2818, -1.2026, -0.7939], [-1.9030, 3.0566, 1.1988], [-3.2104, 0.7501, -2.4046], [-1.9392, 0.0606, 10.0522]]
}

---

# 2
{
  "formula": "C23H44ClIN5O6P4S2",
  "method": "the ωB97M-V functional and the def2-TZVPD basis",
  "charge": 1,
  "total_energy_ev": -123724.0934,
  "species": ["H", "N", "C", "H", "H", "S", "S", "O", "H", "H", "P", "H", "C", "H", "C", "H", "C", "H", "P", "O", "C", "H", "H", "N", "H", "C", "N", "H", "H", "C", "O", "H", "H", "H", "H", "C", "C", "Cl", "N", "H", "C", "C", "C", "H", "H", "C", "H", "H", "H", "H", "H", "H", "C", "O", "C", "N", "C", "P", "H", "H", "C", "H", "H", "H", "C", "P", "C", "I", "H", "H", "H", "O", "C", "H", "C", "H", "C", "H", "H", "H", "H", "C", "H", "H", "H", "O"],
  "coordinates": [[4.4717, -1.7777, -0.4613], [-7.1279, 0.4401, 0.0021], [-1.8096, 0.5111, -2.6759], [-0.8526, -2.0491, -2.7299], [0.2023, 3.5786, -0.2207], [-4.0441, 1.5180, -4.3454], [-5.2954, -1.3201, -4.2312], [-3.7314, -2.0473, 1.1074], [2.7671, -1.5830, 1.9034], [0.2604, 1.3115, -2.7538], [-2.4167, -2.1396, 0.1708], [-4.4024, 2.4266, -1.2472], [0.0642, -2.4027, -2.1252], [3.3717, -3.6146, -0.2282], [1.5936, -2.0390, 0.0407], [3.9125, 1.5721, 1.2503], [-6.8254, -0.1659, -1.3572], [2.1978, 2.0800, -2.2038], [2.0095, 2.3967, -0.8122], [2.2347, 2.3690, 2.4966], [2.6061, 4.3870, 3.9294], [2.4825, 4.2992, 1.6103], [-1.4666, -0.1583, -3.6036], [1.0138, 7.8848, 4.2331], [0.2747, -5.7336, 0.0873], [3.0119, 1.2647, 1.8956], [1.9918, 0.3155, 1.2282], [-2.5510, 2.7595, -2.6469], [1.7705, -4.1965, -0.9995], [-0.2228, 7.4686, 1.7772], [-1.5572, -3.5471, 0.8354], [-2.6847, 0.0683, -2.0640], [0.0070, -5.1457, 3.3628], [4.1256, 3.5341, 2.3116], [-0.6720, -6.8923, 3.5690], [2.1839, -3.5367, -0.1332], [-0.3366, -6.1061, 2.7609], [3.5559, -2.3789, -3.0561], [-5.7080, 0.5314, -2.1046], [-0.8022, 1.9901, -1.3188], [-5.0851, 0.2271, -3.4769], [4.1386, -0.9414, 0.2621], [1.1460, 0.9990, 0.2084], [3.5660, 4.7650, 4.4972], [1.8868, -1.0851, -4.8724], [0.1557, 0.0204, -0.7343], [-1.6497, -4.2863, 0.1382], [-0.3100, -3.2961, -1.4270], [1.2828, -3.8465, 2.0594], [4.9049, -0.9360, 1.1687], [0.5312, 7.3828, 0.9900], [3.4602, 0.6572, 2.8221], [-2.4450, 1.8781, -3.4087], [-3.0717, -2.4468, -1.4347], [-0.4737, 1.0003, -1.9034], [1.0584, 3.7515, -0.7913], [-6.1885, 1.6115, 0.2515], [-1.3900, -0.2620, 0.4214], [0.6888, -2.1707, 0.8132], [3.2646, 2.8631, -0.3221], [1.1543, -5.8966, 0.8442], [-2.4111, 0.7310, 0.0327], [-1.2208, -5.8794, 2.0128], [-0.8120, 6.5479, 1.8078], [-5.2777, 1.6353, -1.1181], [2.2340, -0.7676, -2.6017], [1.8718, -4.4399, 1.2448], [0.9807, -0.1093, 3.0510], [-6.1347, 2.2861, 1.2259], [-7.2869, -1.0820, -1.9202], [-1.6586, 2.2086, -4.2190], [1.4241, -0.5158, -4.1641], [0.4531, 7.6961, 3.1195], [-3.0626, -3.4427, -1.5485], [0.9080, -1.3189, -1.2687], [2.1037, 3.5771, 4.6372], [2.9720, 3.6413, 2.4772], [4.3000, 0.0937, -0.3100], [1.7921, 5.2359, 3.7689], [0.7826, -2.9498, -2.9087], [2.0039, -6.5076, 0.2705], [2.6249, -1.0063, 0.8628], [-0.8849, 8.3076, 1.5463], [0.3561, 1.6347, 0.8475], [2.9047, -4.7542, 1.7549], [0.8104, -6.6831, 2.0406]]
}

---

# 3
{
  "formula": "C23H44F4N4O5S",
  "method": "the ωB97M-V functional and the def2-TZVPD basis",
  "s_squared": 2.008,
  "multiplicity": 3,
  "charge": 0,
  "total_energy_ev": -62465.0097,
  "species": ["H", "H", "H", "H", "H", "H", "H", "H", "O", "H", "H", "O", "C", "H", "C", "H", "H", "C", "C", "H", "C", "C", "H", "C", "H", "C", "H", "F", "F", "C", "O", "H", "C", "C", "C", "H", "C", "C", "H", "H", "F", "H", "H", "H", "H", "H", "H", "H", "H", "H", "H", "H", "C", "H", "S", "C", "N", "H", "H", "H", "C", "N", "H", "F", "C", "H", "C", "H", "C", "H", "N", "C", "H", "O", "O", "H", "C", "H", "N", "C", "H"],
  "coordinates": [[1.4460, 0.4811, -0.8929], [5.3392, -6.3910, -1.1526], [4.9990, -5.0576, -0.0467], [-4.0562, 2.0604, 4.5711], [3.9818, -4.7139, -5.0041], [-2.8360, 6.9082, 4.6673], [6.6563, -5.4200, -0.5372], [6.3143, -2.3794, -2.4033], [-5.7820, 4.8505, 2.8039], [2.5882, -5.8245, -1.0996], [1.4334, -3.9283, -2.5062], [-2.1594, 0.4247, 1.2094], [-3.2750, 6.2537, 3.9097], [2.0260, -6.7319, -2.5052], [5.3621, -6.0214, -4.0035], [-2.0454, 3.7035, 1.8977], [-2.8024, 1.7085, 3.3767], [6.2527, -3.1087, -1.6007], [5.6228, -5.3792, -0.8816], [-2.5232, 2.9375, 4.5893], [1.3225, -0.5250, -1.3006], [-3.2820, 2.5055, 3.9444], [-1.2492, -1.7411, -1.9761], [-3.9370, 4.8374, 5.8942], [-3.8916, 2.0200, 1.4321], [2.8759, -6.1940, -2.0845], [2.0704, -3.5354, -4.1056], [-0.1961, 2.4055, 0.1554], [-3.6999, -0.6652, -0.2432], [-0.8456, 2.9854, -0.8649], [-1.6561, -1.8064, 0.2697], [-5.4287, 2.1029, 2.3215], [-3.8959, 3.5024, 2.9533], [-2.1973, 5.3807, 3.2684], [-2.3333, 1.3466, -1.7235], [0.9033, -1.1453, -0.5065], [6.1894, -4.9437, -3.3055], [-5.5764, 6.3792, 4.8931], [-5.2541, 7.0911, 5.6550], [-1.5869, -0.5158, -3.1996], [-0.1216, 2.7615, -1.9786], [-2.0321, 1.4845, -2.7604], [5.7432, -2.6448, -0.7556], [-1.4976, 6.0174, 2.7237], [-5.0393, 3.3291, 1.1146], [3.3374, -6.3255, -4.7228], [-3.2547, 4.9049, 1.4596], [-3.4091, 1.1963, -1.6714], [-2.9779, 4.3344, 5.8264], [1.7628, -0.1292, -3.7619], [-1.6088, 4.8723, 4.0369], [6.3617, -4.1202, -4.0052], [-4.4063, 5.4561, 4.5714], [3.6758, -6.9169, -1.9611], [-2.1779, -0.4981, 0.1480], [0.4109, -0.4749, -2.4946], [-1.5764, 0.2066, -1.2063], [2.2916, -0.9235, -1.6046], [-5.9091, 6.9306, 4.0184], [5.8415, -6.2835, -4.9482], [3.2267, -5.0305, -3.0207], [4.1085, -4.0153, -2.3507], [-4.6744, 4.1253, 6.2670], [-0.8870, 4.3030, -0.6312], [-2.8122, 4.3685, 2.3050], [7.1712, -5.3356, -3.0282], [-4.6183, 2.6910, 1.8876], [-3.7098, 6.9018, 3.1425], [5.5325, -4.3786, -2.0402], [5.3454, -6.9380, -3.4081], [0.7501, -0.2374, -3.6849], [3.9425, -5.5315, -4.2777], [7.2647, -3.3761, -1.2927], [-2.1144, 2.5406, -0.9903], [3.9877, -2.8477, -2.8511], [-6.4232, 5.8126, 5.2810], [-1.0642, -0.7087, -2.2638], [1.2525, -5.0812, -3.8390], [-4.8950, 4.4117, 3.6103], [1.9181, -4.3408, -3.3928], [-3.8290, 5.6330, 6.6319]]
}